# 1
The following is a quantum chemistry calculation of 6 unconnected molecules or ions with the total composition C40H52Cl2F6N4O10S, from the Open Molecules 2025 dataset.

Its SMILES is C[C@@H](Cl)[C@H](Cl)c1c(CCCNCc2ccccc2O)cc2nc(C(=O)NC(=O)F)cnc2c1S(=O)(=O)C(F)(F)C(F)(F)F.CC(C)=O.CC(C)=O.CC(C)=O.CC(C)=O.CC(C)=O.

Geometry as ORCA input:
```
! RIJCOSX wB97M-V def2-TZVPD def2/J DEFGRID3
* xyz 0 1
C -1.976 4.790 0.919
C -0.779 3.943 1.312
Cl 0.542 5.101 1.696
C -1.103 3.025 2.542
Cl 0.056 3.023 3.899
C -1.285 1.581 2.126
C -0.216 0.954 1.412
C 1.109 1.586 1.074
C 1.294 1.677 -0.461
C 2.063 2.904 -0.942
N 2.739 2.578 -2.190
C 1.827 2.169 -3.260
C 1.843 0.684 -3.518
C 0.654 -0.033 -3.484
C 0.620 -1.397 -3.709
C 1.790 -2.090 -3.973
C 2.982 -1.389 -4.010
C 3.009 -0.026 -3.795
O 4.241 0.601 -3.844
C -0.361 -0.334 0.985
C -1.524 -1.075 1.219
N -1.603 -2.341 0.721
C -2.720 -2.960 0.934
C -2.879 -4.320 0.340
O -3.734 -4.554 -0.461
N -1.920 -5.328 0.776
C -2.534 -6.562 1.012
O -3.460 -6.763 1.730
F -1.882 -7.555 0.358
C -3.793 -2.397 1.671
N -3.721 -1.203 2.170
C -2.579 -0.499 1.951
C -2.424 0.844 2.422
S -3.702 1.551 3.446
O -4.584 0.572 3.994
O -3.120 2.491 4.358
C -4.836 2.524 2.324
F -4.255 3.648 1.885
F -5.859 2.866 3.125
C -5.438 1.738 1.136
F -6.166 2.570 0.393
F -4.467 1.229 0.373
F -6.210 0.760 1.565
H -1.663 5.622 0.306
H -2.664 4.175 0.337
H -2.516 5.129 1.799
H -0.475 3.340 0.467
H -1.995 3.431 2.992
H 1.874 0.905 1.431
H 1.291 2.533 1.561
H 0.306 1.675 -0.926
H 1.800 0.776 -0.799
H 1.372 3.750 -1.055
H 2.797 3.197 -0.193
H 3.316 3.344 -2.502
H 0.798 2.460 -3.043
H 2.095 2.696 -4.179
H -0.277 0.474 -3.268
H -0.321 -1.929 -3.688
H 1.777 -3.154 -4.139
H 3.909 -1.899 -4.226
H 4.205 1.283 -4.520
H 0.444 -0.814 0.446
H -1.243 -5.441 0.024
H -4.698 -2.969 1.826
C 4.308 -5.984 -1.352
C 3.503 -5.824 -2.617
C 3.256 -7.080 -3.422
O 3.073 -4.753 -2.978
H 4.417 -5.021 -0.860
H 3.809 -6.676 -0.677
H 5.295 -6.379 -1.586
H 2.716 -7.812 -2.820
H 4.207 -7.518 -3.730
H 2.670 -6.838 -4.305
C -4.318 3.357 -2.044
C -3.320 4.024 -2.961
C -3.881 4.871 -4.076
O -2.129 3.882 -2.809
H -3.780 2.782 -1.294
H -4.937 4.108 -1.550
H -4.957 2.684 -2.617
H -4.482 5.682 -3.662
H -4.515 4.264 -4.725
H -3.066 5.290 -4.660
C -2.962 9.202 1.775
C -2.938 8.839 0.310
C -3.357 9.913 -0.665
O -2.597 7.741 -0.063
H -2.639 8.349 2.366
H -2.294 10.043 1.963
H -3.972 9.486 2.074
H -2.704 10.781 -0.569
H -4.382 10.225 -0.460
H -3.295 9.528 -1.680
C 4.463 -6.599 3.210
C 5.289 -7.367 2.207
C 5.749 -8.743 2.622
O 5.567 -6.905 1.125
H 4.195 -5.630 2.796
H 3.554 -7.152 3.450
H 5.033 -6.452 4.129
H 4.888 -9.378 2.839
H 6.366 -8.677 3.519
H 6.330 -9.190 1.819
C 4.252 -2.530 3.397
C 3.369 -2.252 2.206
C 3.083 -3.411 1.280
O 2.911 -1.154 1.996
H 4.379 -1.620 3.977
H 3.799 -3.298 4.027
H 5.229 -2.884 3.063
H 2.583 -4.213 1.828
H 4.016 -3.798 0.864
H 2.443 -3.080 0.466
*
```

Results of the Löwdin charge analysis, in e, for atoms 1 through 8: atom 1 (C): -0.125, atom 2 (C): -0.669, atom 3 (Cl): 0.632, atom 4 (C): -0.634, atom 5 (Cl): 0.696, atom 6 (C): -0.150, atom 7 (C): -0.144, atom 8 (C): -0.149

=====

# 2
The following is a quantum chemistry calculation of 9 unconnected molecules or ions with the total composition C40H52F2O21, from the Open Molecules 2025 dataset.

Its SMILES is C[C@H]1COC(=O)O1.C[C@H]1COC(=O)O1.C[C@H]1COC(=O)O1.C[C@H]1COC(=O)O1.C[C@H]1COC(=O)O1.C[C@H]1COC(=O)O1.C[C@H]1COC(=O)O1.Fc1ccccc1.Fc1ccccc1.

Geometry as ORCA input:
```
! RIJCOSX wB97M-V def2-TZVPD def2/J DEFGRID3
* xyz 0 1
C -7.015 -1.361 2.893
C -5.701 -1.627 3.553
C -4.521 -1.690 2.548
O -3.484 -1.087 3.332
C -3.965 -0.484 4.426
O -3.311 0.102 5.235
O -5.278 -0.687 4.521
H -7.890 -1.215 3.536
H -7.370 -2.154 2.242
H -6.919 -0.386 2.402
H -5.674 -2.633 3.988
H -4.675 -1.053 1.672
H -4.275 -2.692 2.222
C 0.174 4.192 0.165
C -0.277 3.526 -1.148
C -1.218 4.470 -1.934
O -0.537 4.772 -3.147
C 0.578 4.048 -3.234
O 1.264 4.016 -4.217
O 0.841 3.462 -2.071
H -0.240 3.662 1.022
H -0.182 5.218 0.218
H 1.262 4.160 0.232
H -0.661 2.531 -0.944
H -1.561 5.350 -1.402
H -2.103 3.884 -2.194
C 3.236 2.876 6.332
C 3.002 1.494 5.705
C 2.437 0.500 6.759
O 1.321 -0.026 6.107
C 0.969 0.679 5.026
O 0.040 0.447 4.318
O 1.890 1.668 4.819
H 3.460 3.555 5.505
H 4.103 2.873 6.996
H 2.370 3.300 6.835
H 3.852 1.116 5.138
H 2.154 1.098 7.626
H 3.257 -0.181 6.983
C 6.692 1.152 -2.561
C 5.753 1.614 -1.467
C 4.408 0.954 -1.587
O 4.170 0.296 -0.346
C 5.315 0.249 0.336
O 5.502 -0.331 1.359
O 6.196 1.163 -0.196
H 7.702 1.509 -2.363
H 6.414 1.377 -3.595
H 6.697 0.059 -2.646
H 5.677 2.703 -1.439
H 4.319 0.266 -2.435
H 3.569 1.612 -1.836
C 2.682 -6.118 -4.545
C 1.635 -5.676 -3.576
C 1.912 -4.385 -2.802
O 0.630 -3.759 -2.751
C -0.058 -4.146 -3.830
O -1.090 -3.666 -4.176
O 0.601 -5.126 -4.464
H 2.260 -6.729 -5.346
H 3.467 -6.714 -4.074
H 3.089 -5.290 -5.126
H 1.095 -6.417 -2.983
H 2.681 -3.803 -3.311
H 2.281 -4.606 -1.801
C -3.612 4.318 5.545
C -2.479 4.251 4.559
C -2.287 2.938 3.788
O -2.424 3.275 2.418
C -2.705 4.569 2.278
O -2.966 5.053 1.224
O -2.644 5.215 3.481
H -3.526 3.605 6.364
H -4.585 4.221 5.060
H -3.673 5.306 6.009
H -1.526 4.519 5.014
H -3.000 2.181 4.110
H -1.294 2.535 3.974
C -2.820 -5.690 -1.525
C -3.309 -4.325 -1.068
C -4.128 -3.483 -2.066
O -5.404 -3.351 -1.381
C -5.259 -3.701 -0.098
O -6.071 -3.534 0.765
O -4.145 -4.436 0.065
H -3.633 -6.251 -1.990
H -2.461 -6.252 -0.665
H -2.043 -5.548 -2.274
H -2.463 -3.715 -0.735
H -4.375 -3.937 -3.024
H -3.655 -2.522 -2.251
F 0.558 0.452 -4.574
C 1.707 0.320 -5.239
C 1.909 1.075 -6.383
C 3.088 0.926 -7.123
C 4.079 0.137 -6.574
C 3.940 -0.620 -5.413
C 2.687 -0.564 -4.804
H 1.094 1.722 -6.681
H 3.212 1.421 -8.074
H 5.001 -0.060 -7.114
H 4.751 -1.299 -5.201
H 2.431 -1.261 -4.012
F -2.427 -1.260 -0.387
C -1.298 -0.535 -0.277
C -1.086 0.228 0.858
C 0.157 0.749 1.104
C 1.163 0.655 0.149
C 0.893 0.017 -1.046
C -0.312 -0.670 -1.249
H -1.951 0.427 1.481
H 0.444 1.324 1.974
H 2.115 1.099 0.392
H 1.700 -0.148 -1.749
H -0.315 -1.287 -2.137
*
```

Results of the Löwdin charge analysis, in e, for atoms 1 through 8: atom 1 (C): -0.028, atom 2 (C): -0.321, atom 3 (C): -0.075, atom 4 (O): 0.062, atom 5 (C): -0.583, atom 6 (O): 0.142, atom 7 (O): 0.108, atom 8 (H): 0.086

=====

# 3
The following is a quantum chemistry calculation of a molecular structure, C40H52F6N3P2STl, from the Open Molecules 2025 dataset.

The relative energy (zero: lowest compared OMol25 entry of this formula, charge and spin) comes out at 48.0 kcal per mole.

Geometry as ORCA input:
```
! RIJCOSX wB97M-V def2-TZVPD def2/J DEFGRID3
* xyz 0 1
Tl -0.062 -0.354 0.309
C 2.532 1.374 2.697
C 1.588 0.456 3.456
C 0.627 -1.928 3.536
P -0.221 2.499 1.929
C 0.108 4.105 2.844
C 0.115 4.029 4.366
C -0.819 5.209 2.332
C -2.042 2.397 1.784
C -2.950 2.576 2.833
C -4.312 2.489 2.611
C -4.783 2.215 1.328
C -3.896 1.999 0.289
C -2.516 2.059 0.510
N -1.605 1.705 -0.495
C -1.168 2.685 -1.305
C -1.510 4.059 -1.176
C -0.944 5.006 -1.998
C -0.004 4.653 -2.971
C 0.318 3.321 -3.136
C -0.287 2.326 -2.361
P 0.020 0.575 -2.423
C 1.041 0.213 -3.923
C 0.453 0.661 -5.264
C 2.483 0.719 -3.758
C -1.623 -0.245 -2.789
C -2.624 0.615 -3.556
C -1.431 -1.613 -3.452
H 3.553 1.009 2.820
H 2.486 2.394 3.082
H 2.311 1.395 1.632
H 1.833 0.527 4.515
H -0.226 -1.857 2.862
H 0.294 -1.652 4.536
H 0.966 -2.965 3.555
H 1.120 4.353 2.510
H -0.858 3.734 4.763
H 0.361 5.012 4.777
H 0.850 3.316 4.739
H -1.850 5.039 2.645
H -0.805 5.272 1.242
H -0.496 6.175 2.729
H -2.586 2.787 3.832
H -5.007 2.628 3.430
H -5.849 2.158 1.145
H -4.251 1.751 -0.705
H -2.232 4.350 -0.423
H -1.224 6.047 -1.880
H 0.452 5.408 -3.597
H 1.033 3.061 -3.901
H 1.087 -0.877 -3.934
H 0.325 1.740 -5.319
H -0.513 0.206 -5.462
H 1.131 0.358 -6.067
H 2.546 1.804 -3.802
H 3.107 0.321 -4.561
H 2.927 0.419 -2.806
H -2.038 -0.407 -1.795
H -2.351 0.731 -4.605
H -2.715 1.609 -3.121
H -3.607 0.137 -3.518
H -1.075 -1.529 -4.480
H -2.388 -2.140 -3.480
H -0.728 -2.241 -2.904
F 4.052 -0.367 5.468
C 3.367 -1.471 5.059
F 4.112 -2.521 5.465
F 2.242 -1.490 5.807
C 3.118 -1.481 3.586
C 4.163 -1.792 2.807
C 4.077 -1.731 1.384
C 2.874 -1.391 0.853
N 1.732 -1.136 1.526
C 1.764 -1.032 3.013
S -0.176 0.949 3.371
H 5.097 -2.087 3.273
H 4.909 -1.993 0.749
H 2.789 -1.364 -0.220
F 2.764 -5.474 -4.841
C 2.851 -5.797 -3.540
F 2.259 -6.986 -3.375
F 4.154 -5.947 -3.255
C 2.226 -4.731 -2.678
C 1.378 -5.056 -1.638
C 0.824 -4.021 -0.899
N 1.054 -2.734 -1.150
C 1.913 -2.446 -2.129
C 2.523 -3.400 -2.920
H 1.145 -6.085 -1.404
H 0.163 -4.237 -0.068
H 2.117 -1.397 -2.280
H 3.209 -3.110 -3.705
C -2.373 -3.220 -0.393
C -2.212 -2.645 1.008
C -3.460 -2.951 1.842
C -2.011 -1.141 0.964
H -2.446 -4.310 -0.373
H -1.541 -2.940 -1.035
H -3.289 -2.831 -0.851
H -1.359 -3.119 1.508
H -4.336 -2.460 1.408
H -3.346 -2.594 2.867
H -3.653 -4.027 1.874
H -2.021 -0.667 1.945
H -2.726 -0.649 0.306
*
```

Results of the Löwdin charge analysis, in e, for atoms 1 through 8: atom 1 (Tl): 0.952, atom 2 (C): -0.117, atom 3 (C): -0.578, atom 4 (C): -0.050, atom 5 (P): 0.837, atom 6 (C): -0.583, atom 7 (C): -0.137, atom 8 (C): -0.117

=====

# 4
The following is a quantum chemistry calculation of a molecular structure, C40H53AlN4S2Sb, from the Open Molecules 2025 dataset.

Geometry as ORCA input:
```
! RIJCOSX wB97M-V def2-TZVPD def2/J DEFGRID3
* xyz 1 1
Al -1.265 -0.257 1.716
S -1.551 -2.288 2.548
C -2.716 -2.803 1.326
C -3.469 -3.945 1.581
C -4.452 -4.368 0.701
C -5.201 -5.567 0.987
N -5.791 -6.530 1.211
C -4.705 -3.620 -0.458
C -3.932 -2.504 -0.732
C -2.920 -2.095 0.134
S -1.951 -0.698 -0.358
C -5.781 -3.981 -1.348
N -6.653 -4.256 -2.046
H -3.288 -4.507 2.487
H -4.119 -1.942 -1.640
C -4.201 1.073 2.372
C -3.909 1.993 1.206
C -4.942 2.567 0.489
C -4.676 3.398 -0.593
C -3.370 3.636 -0.982
C -2.297 3.094 -0.284
C -0.893 3.297 -0.803
C -2.590 2.308 0.836
N -1.559 1.720 1.632
C -0.657 2.397 2.215
C -0.572 3.878 2.237
C 0.297 1.565 3.051
C 1.277 2.202 3.963
N 0.157 0.309 2.942
C 0.751 -0.586 3.920
C 0.115 -0.702 5.164
C -1.137 0.080 5.496
C 0.647 -1.605 6.073
C 1.771 -2.356 5.758
C 2.371 -2.225 4.517
C 1.863 -1.343 3.573
C 2.505 -1.189 2.223
H -5.262 0.840 2.427
H -3.898 1.512 3.327
H -3.681 0.115 2.267
H -5.967 2.355 0.775
H -5.495 3.843 -1.147
H -3.168 4.247 -1.855
H -0.923 3.424 -1.881
H -0.242 2.447 -0.590
H -0.430 4.200 -0.393
H 0.292 4.220 1.660
H -0.428 4.220 3.265
H -1.472 4.330 1.828
H 0.768 2.644 4.826
H 1.803 3.007 3.446
H 1.990 1.468 4.329
H -1.909 -0.075 4.739
H -0.949 1.156 5.569
H -1.545 -0.246 6.449
H 0.155 -1.737 7.031
H 2.176 -3.053 6.484
H 3.240 -2.823 4.265
H 3.212 -0.356 2.224
H 1.768 -0.995 1.444
H 3.052 -2.091 1.955
C -0.091 0.284 -4.763
C 1.239 0.908 -4.341
C 2.303 0.644 -5.409
C 1.072 2.407 -4.118
Sb 1.675 0.045 -2.342
C 3.711 0.818 -1.857
C 3.429 2.025 -0.965
C 4.509 1.242 -3.089
C 4.491 -0.238 -1.086
C 1.821 -2.151 -2.741
C 0.372 -2.628 -2.784
C 2.538 -2.454 -4.056
C 2.533 -2.820 -1.573
H -0.474 0.804 -5.654
H -0.851 0.362 -3.978
H 0.027 -0.770 -5.028
H 1.914 0.967 -6.388
H 2.556 -0.412 -5.497
H 3.218 1.204 -5.227
H 0.853 2.898 -5.078
H 1.977 2.871 -3.710
H 0.240 2.616 -3.438
H 2.794 2.766 -1.464
H 4.376 2.519 -0.698
H 2.930 1.721 -0.036
H 4.054 2.100 -3.594
H 4.611 0.428 -3.811
H 5.525 1.545 -2.786
H 3.911 -0.660 -0.267
H 5.397 0.217 -0.655
H 4.813 -1.051 -1.737
H -0.240 -2.074 -3.501
H -0.099 -2.540 -1.802
H 0.347 -3.691 -3.075
H 1.954 -2.125 -4.919
H 2.681 -3.542 -4.157
H 3.526 -1.990 -4.105
H 2.110 -2.512 -0.613
H 3.605 -2.621 -1.566
H 2.399 -3.910 -1.653
*
```

Results of the Löwdin charge analysis, in e, for atoms 1 through 8: atom 1 (Al): -0.053, atom 2 (S): 0.842, atom 3 (C): -0.611, atom 4 (C): -0.044, atom 5 (C): -0.172, atom 6 (C): -0.161, atom 7 (N): 0.189, atom 8 (C): -0.173

=====

Number 1: orbital gap 7.2951 eV, DFT total energy -4444.57485 Ha, largest force on an atom 1.13 eV/Å. Number 2: orbital gap 9.3479 eV, DFT total energy -3335.24924 Ha, largest force on an atom 2.54 eV/Å. Number 3: orbital gap 6.2977 eV, DFT total energy -3572.22520 Ha, largest force on an atom 0.49 eV/Å. Number 4: orbital gap 4.9148 eV, DFT total energy -3053.98015 Ha, largest force on an atom 0.84 eV/Å.